No. 1
Entry from the Open Molecules 2025 dataset: an isolated molecule of C6H6O (the ωB97M-V functional and the def2-TZVPD basis).

Values from the calculation:
HOMO level   -8.79 eV
Relative energy (zero: lowest compared OMol25 entry of this formula, charge and spin)   76.2 kcal/mol
Calculated total energy   -307.34197 a.u.
SMILES   C#CC1=CCOC1
Orbital gap   9.645 eV

Cartesian coordinates (Å):
C: -2.53721 -1.05680 0.80565
C: -1.72205 -0.20056 0.57063
C: -0.50771 0.42525 0.16310
C: -0.09004 0.28417 -1.10449
C: 1.38410 0.05414 -1.07342
O: 1.81317 0.49963 0.19988
C: 0.68909 0.68277 1.05258
H: -3.23143 -1.84421 0.99530
H: -0.73421 0.03007 -1.93197
H: 1.47787 -1.04751 -1.17101
H: 2.00346 0.49458 -1.85939
H: 0.74469 1.70214 1.46273
H: 0.71028 -0.02367 1.89041

Partial atomic charges computed with the natural (NBO) method, in multiples of e: -0.2087 -0.0391 -0.1236 -0.1421 -0.0932 -0.5171 -0.0733 0.2369 0.2223 0.1717 0.1944 0.1903 0.1813

---

No. 2
Entry from the Open Molecules 2025 dataset: a cluster of 2 separate species, C5H17N2O in total (the ωB97M-V functional and the def2-TZVPD basis).

Values from the calculation:
HOMO level   -13.52 eV
Relative energy (zero: lowest compared OMol25 entry of this formula, charge and spin)   29.6 kcal/mol
Calculated total energy   -385.19353 a.u.
Total charge   +1
Orbital gap   10.580 eV

Cartesian coordinates (Å):
C: -1.55229 1.55094 -0.87049
C: -1.32991 0.17912 -1.45175
C: -1.41537 -1.07745 -0.48492
C: -0.16668 -1.95502 -0.54450
C: 1.11814 -1.43870 0.13270
N: 0.86683 -0.74815 1.47693
N: -0.49990 1.77218 0.19651
H: -1.47978 2.38308 -1.60552
H: -2.52042 1.67499 -0.40410
H: -1.84779 0.04835 -2.45418
H: -0.31209 0.16087 -1.90884
H: -2.30115 -1.68064 -0.61017
H: -1.66875 -0.70734 0.49246
H: -0.54603 -2.73678 0.13991
H: 0.05631 -2.28636 -1.60069
H: 1.85574 -2.27773 0.42109
H: 1.63307 -0.88574 -0.63288
H: 0.70567 -1.42641 2.23189
H: 1.59819 -0.03032 1.47056
H: -0.02647 -0.13799 1.33889
H: -0.74882 2.61541 0.68167
H: 0.37111 1.85986 -0.27898
H: 2.39477 2.09743 2.08850
H: 3.05926 1.65386 0.64924
O: 2.75635 1.39254 1.52667

Partial atomic charges computed with the natural (NBO) method, in multiples of e: -0.2253 -0.4308 -0.4155 -0.4255 -0.2347 -0.7594 -0.8782 0.2003 0.2036 0.2443 0.1870 0.2424 0.1976 0.2169 0.2499 0.2323 0.2258 0.4450 0.4816 0.4714 0.3788 0.3524 0.5101 0.5047 -0.9747